Computed, not measured: a cluster of 12 separate species, C52H124N4O12 in total, with ωB97M-V/def2-TZVPD.

Last column: Löwdin charge in e.
Atoms and positions in Å:
C  20.85226  14.62945  -21.09362  -0.04
C  19.39249  14.52483  -21.33523  -0.45
C  18.70807  15.75509  -20.75501  -0.05
C  18.97447  14.68221  -22.89558  -0.08
C  17.44812  14.36130  -23.28839  -0.15
C  17.23997  12.91945  -22.80227  -0.10
C  17.56390  12.71140  -21.22459  -0.39
C  16.42860  13.36852  -20.33093  -0.01
C  17.65398  11.19645  -20.96939  -0.05
N  18.94015  13.19557  -20.87340  -0.13
O  19.43526  12.89401  -19.64494  -0.01
H  21.31010  15.48169  -21.59579  0.08
H  21.15834  14.73573  -20.05289  0.07
H  21.40367  13.75716  -21.44456  0.08
H  17.69310  15.87335  -21.13443  0.05
H  18.62465  15.82174  -19.67026  0.09
H  19.15226  16.72661  -20.97170  0.08
H  19.10533  15.69436  -23.27834  0.10
H  19.58869  14.15563  -23.62602  0.10
H  16.74271  15.05285  -22.82767  0.09
H  17.31687  14.35192  -24.37042  0.08
H  17.92485  12.33641  -23.41799  0.09
H  16.18752  12.68137  -22.95643  0.10
H  16.70737  13.30268  -19.27924  0.08
H  15.48949  12.81917  -20.39718  0.05
H  16.27327  14.41049  -20.61069  0.06
H  17.88004  10.83295  -19.96695  0.09
H  18.50607  10.80179  -21.52282  0.04
H  16.80107  10.63803  -21.35516  0.08
H  19.90375  12.05626  -19.66241  0.07
C  26.19601  16.82502  -22.00604  -0.03
C  25.69529  15.72829  -22.98912  -0.45
C  26.89831  15.12914  -23.74122  -0.04
C  24.97078  14.63954  -22.05185  -0.11
C  24.15228  13.62438  -22.81679  -0.18
C  23.22764  14.27771  -23.80975  -0.17
C  23.82539  15.33153  -24.69887  -0.55
C  24.48641  14.66137  -25.83371  -0.03
C  22.61243  16.15149  -25.20917  -0.03
N  24.65077  16.22901  -23.91773  -0.09
O  25.16612  17.33997  -24.66133  -0.01
H  25.41064  17.30010  -21.41816  0.06
H  26.98548  16.46421  -21.34676  0.09
H  26.58328  17.59105  -22.67786  0.07
H  27.64452  14.80074  -23.01774  0.08
H  26.74017  14.27572  -24.40059  0.07
H  27.45040  15.85121  -24.34279  0.08
H  25.69915  14.15586  -21.40098  0.12
H  24.26911  15.11711  -21.36798  0.10
H  24.88669  13.03513  -23.36589  0.11
H  23.55783  12.92173  -22.23282  0.10
H  22.28911  14.59575  -23.35574  0.08
H  22.83368  13.50864  -24.47415  0.12
H  25.37207  15.26337  -26.03696  0.09
H  23.84063  14.73097  -26.70906  0.09
H  24.66539  13.59748  -25.67805  0.09
H  22.91975  16.87948  -25.95996  0.08
H  21.99807  16.59818  -24.42743  0.07
H  21.80060  15.56557  -25.64014  0.08
H  24.88476  18.04877  -24.07820  0.09
C  9.29889  10.66298  -20.19305  -0.05
C  9.36908  12.15126  -19.77395  -0.48
C  8.21787  12.86086  -20.45348  -0.04
C  9.26710  12.18456  -18.18470  -0.17
C  9.89900  13.39345  -17.63216  -0.17
C  11.50489  13.28028  -17.89496  -0.08
C  11.87622  12.74922  -19.34096  -0.46
C  12.90184  13.81337  -19.82867  -0.05
C  12.50401  11.36111  -19.34766  -0.03
N  10.61286  12.85634  -20.20255  -0.07
O  10.89470  12.61465  -21.61131  -0.04
H  8.30693  10.21185  -20.16852  0.08
H  9.83361  10.43731  -21.11568  0.08
H  9.80749  9.92899  -19.56799  0.06
H  8.25545  12.56289  -21.50129  0.08
H  7.34413  12.62126  -19.84744  0.08
H  8.29307  13.94547  -20.37555  0.08
H  8.22607  12.22502  -17.86420  0.11
H  9.48388  11.26609  -17.63924  0.12
H  9.42903  14.26127  -18.09489  0.11
H  9.66100  13.48940  -16.57280  0.11
H  12.05205  12.73085  -17.12890  0.11
H  11.84220  14.30414  -17.73356  0.09
H  13.75964  13.77309  -19.15735  0.07
H  12.48419  14.81721  -19.75141  0.09
H  13.23966  13.53781  -20.82771  0.06
H  13.46004  11.47865  -18.83747  0.08
H  12.73144  11.08972  -20.37854  0.07
H  11.92951  10.48831  -19.03736  0.07
H  10.61092  13.41624  -22.05686  0.07
C  22.10887  15.74285  -16.76904  -0.01
C  23.60638  15.70561  -17.26448  -0.44
C  23.82677  16.66938  -18.39054  -0.07
C  24.55662  16.26543  -16.13032  -0.13
C  24.92294  15.24931  -15.01605  -0.18
C  25.55891  14.00038  -15.68577  -0.15
C  24.73317  13.29540  -16.78587  -0.50
C  25.80659  12.42612  -17.50438  -0.03
C  23.63542  12.39431  -16.19780  -0.03
N  24.19930  14.35590  -17.72223  -0.06
O  23.48299  13.86890  -18.87658  -0.04
H  22.05119  15.54828  -15.69811  0.07
H  21.72319  16.75058  -16.92341  0.08
H  21.34764  15.13991  -17.26411  0.07
H  23.63842  17.71752  -18.15808  0.09
H  24.82199  16.56369  -18.82234  0.09
H  23.22076  16.36042  -19.24223  0.06
H  25.45318  16.82677  -16.39338  0.12
H  24.00086  16.94145  -15.48053  0.11
H  25.64547  15.68744  -14.32750  0.11
H  24.06662  14.89972  -14.43934  0.10
H  25.66511  13.26684  -14.88656  0.11
H  26.51684  14.37681  -16.04461  0.11
H  26.60815  13.01456  -17.95087  0.09
H  25.08821  12.02668  -18.22025  0.06
H  26.04030  11.57097  -16.87021  0.09
H  23.43535  11.58202  -16.89655  0.07
H  22.74572  12.89651  -15.81788  0.08
H  24.08438  11.86396  -15.35800  0.08
H  22.58116  13.66544  -18.61794  0.07
C  13.25954  14.86657  -23.77996  -0.08
C  12.05560  14.96678  -24.67047  -0.37
O  11.14377  13.99016  -24.42397  -0.05
H  13.57105  13.85900  -23.50455  0.07
H  13.14515  15.44890  -22.86567  0.07
H  14.08035  15.38673  -24.27373  0.07
H  12.37439  14.80674  -25.70045  0.11
H  11.69842  15.99141  -24.77366  0.12
H  10.47783  14.47366  -23.92965  0.09
C  22.45790  18.43545  -21.53709  -0.08
C  22.72243  19.52135  -20.50580  -0.29
O  22.24251  20.81453  -20.99044  -0.09
H  23.27108  18.49849  -22.26020  0.06
H  21.46295  18.30116  -21.96151  0.08
H  22.63593  17.48304  -21.03776  0.04
H  23.64582  19.59204  -19.93095  0.11
H  21.96773  19.21735  -19.78047  0.09
H  22.06895  21.34994  -20.21274  0.07
C  22.37971  8.80666  -19.95413  -0.06
C  21.71348  9.80463  -20.87015  -0.34
O  20.52130  10.30838  -20.37047  -0.08
H  21.70452  8.00932  -19.64352  0.08
H  22.59603  9.33973  -19.02832  0.07
H  23.24919  8.33169  -20.40857  0.08
H  21.53835  9.30207  -21.82140  0.08
H  22.34621  10.59792  -21.26820  0.11
H  20.09294  10.73359  -21.11700  0.05
C  18.65122  7.78533  -22.02247  -0.05
C  17.79813  7.41863  -23.22520  -0.38
O  17.55106  8.39567  -24.12997  -0.05
H  18.09991  8.62321  -21.59573  0.06
H  19.67661  8.07723  -22.24934  0.05
H  18.56792  6.87161  -21.43402  0.09
H  16.96462  6.74621  -23.02218  0.12
H  18.54398  6.74551  -23.64796  0.10
H  17.71674  8.06830  -25.01708  0.10
C  19.80287  10.63844  -25.03995  -0.09
C  21.05591  9.81836  -24.99427  -0.27
O  20.64435  8.42112  -24.76029  -0.10
H  19.34121  10.87672  -24.08173  0.05
H  19.03309  10.18677  -25.66567  0.08
H  20.10503  11.59189  -25.47327  0.07
H  21.81910  10.13023  -24.28126  0.10
H  21.58915  9.85787  -25.94412  0.11
H  20.49069  8.36597  -23.81427  0.02
C  16.09615  18.96306  -20.52695  -0.08
C  16.05258  18.43464  -21.95300  -0.29
O  17.47625  18.35046  -22.23793  -0.12
H  16.47324  19.97977  -20.63733  0.08
H  16.66392  18.35686  -19.82107  0.08
H  15.04463  18.98941  -20.24107  0.07
H  15.57009  19.10292  -22.66623  0.11
H  15.61426  17.44812  -22.10382  0.09
H  17.60085  18.36749  -23.18965  0.07
C  17.66627  16.34423  -28.13820  -0.08
C  17.52463  15.77008  -26.70937  -0.37
O  16.25468  15.33709  -26.71690  -0.07
H  16.90220  17.03260  -28.49937  0.07
H  17.70484  15.56550  -28.89990  0.08
H  18.46280  17.08397  -28.05806  0.06
H  17.73606  16.44223  -25.87774  0.10
H  18.20590  14.92337  -26.62529  0.11
H  16.22618  14.37949  -26.65522  0.10
C  14.07188  10.29495  -23.28561  -0.09
C  13.22150  10.36123  -24.49873  -0.28
O  13.45467  11.59141  -25.25981  -0.10
H  14.33893  11.22847  -22.79031  0.06
H  15.04761  9.90785  -23.57921  0.06
H  13.66616  9.52564  -22.62861  0.08
H  12.17168  10.37772  -24.20594  0.11
H  13.27482  9.53788  -25.21101  0.11
H  12.75333  12.23396  -25.12996  0.04

Calculated values
- SMILES string: CC1(C)CCCC(C)(C)N1O.CC1(C)CCCC(C)(C)N1O.CC1(C)CCCC(C)(C)N1O.CC1(C)CCCC(C)(C)N1O.CCO.CCO.CCO.CCO.CCO.CCO.CCO.CCO
- Kohn-Sham gap: 8.386 eV
- Lowest unoccupied orbital energy: 0.4315 eV
- HOMO level: -8.0 eV